## A
{"formula": "C4H6S", "method": "ωB97M-V with the def2-TZVPD basis set", "symbols": ["C", "C", "C", "S", "C", "H", "H", "H", "H", "H", "H"], "positions_angstrom": [[0.699, -2.104, -1.539], [0.814, -0.836, -0.874], [0.880, 0.261, -0.328], [0.769, 1.902, 0.172], [-0.685, 2.398, 1.277], [-0.350, -2.390, -1.318], [1.346, -2.911, -0.990], [0.873, -2.143, -2.666], [-0.926, 1.708, 2.172], [-1.589, 2.277, 0.670], [-0.553, 3.426, 1.575]], "lowdin_charge": [-0.14, -0.20, -0.46, 0.78, -0.37, 0.08, 0.11, 0.10, 0.07, 0.02, 0.02], "lumo_ha": 0.0312, "total_charge": 0}

***

## B
{"formula": "C4H6S", "method": "ωB97M-V with the def2-TZVPD basis set", "symbols": ["C", "C", "C", "C", "S", "H", "H", "H", "H", "H", "H"], "positions_angstrom": [[1.233, 0.659, -1.042], [1.077, 0.368, 0.229], [-0.513, 0.158, 0.671], [-1.271, -1.106, 0.405], [-1.677, 0.208, -0.781], [2.261, 1.097, -1.484], [0.367, 0.835, -1.755], [1.805, 0.377, 1.040], [-0.738, 0.848, 1.506], [-0.599, -1.992, 0.053], [-1.945, -1.453, 1.159]], "lowdin_charge": [-0.10, -0.16, -0.52, -0.47, 0.79, 0.10, 0.01, 0.09, 0.10, 0.11, 0.05], "lumo_ha": 0.0375, "total_charge": 0}

***

Most stable structure, least stable structure: B, A.

***

## A
{"formula": "C4H6S", "method": "ωB97M-V with the def2-TZVPD basis set", "symbols": ["S", "C", "C", "C", "C", "H", "H", "H", "H", "H", "H"], "positions_angstrom": [[0.369, 1.293, -1.524], [0.143, 0.595, -0.100], [-0.204, -0.735, 0.179], [-1.009, -1.059, 1.403], [0.329, -1.384, 1.432], [0.409, 1.146, 0.851], [-0.358, -1.282, -0.761], [-1.676, -1.860, 1.393], [-1.304, -0.283, 2.092], [0.831, -0.531, 1.887], [0.638, -2.373, 1.444]], "lowdin_charge": [0.68, -0.71, -0.36, -0.15, -0.12, 0.09, 0.14, 0.10, 0.12, 0.11, 0.10], "lumo_ha": 0.0049, "total_charge": 0}

***

## B
{"formula": "C4H6S", "method": "ωB97M-V with the def2-TZVPD basis set", "symbols": ["C", "C", "C", "S", "C", "H", "H", "H", "H", "H", "H"], "positions_angstrom": [[-2.193, 0.318, -0.108], [-1.278, -0.412, 0.038], [-0.169, -1.377, 0.046], [1.504, -0.660, -0.074], [1.344, 1.086, -0.014], [-3.079, 0.884, 0.001], [-0.093, -2.021, 0.880], [-0.258, -2.004, -0.910], [1.555, 1.447, 1.060], [2.210, 1.378, -0.509], [0.457, 1.361, -0.409]], "lowdin_charge": [0.11, -0.21, -0.49, 0.80, -0.43, 0.03, 0.04, 0.10, 0.07, 0.00, -0.02], "lumo_ha": 0.0348, "total_charge": 0}

***

Most stable structure, least stable structure: A, B.

***

## A
{"formula": "C17H34O2", "method": "ωB97M-V with the def2-TZVPD basis set", "symbols": ["C", "C", "C", "C", "C", "C", "C", "C", "C", "C", "C", "C", "C", "C", "C", "C", "O", "O", "C", "H", "H", "H", "H", "H", "H", "H", "H", "H", "H", "H", "H", "H", "H", "H", "H", "H", "H", "H", "H", "H", "H", "H", "H", "H", "H", "H", "H", "H", "H", "H", "H", "H", "H"], "positions_angstrom": [[3.344, 3.016, 7.224], [4.197, 2.578, 6.040], [3.389, 1.773, 5.024], [4.246, 1.326, 3.841], [3.445, 0.620, 2.747], [2.875, -0.725, 3.194], [2.292, -1.544, 2.041], [1.047, -0.913, 1.422], [0.438, -1.810, 0.347], [-0.887, -1.285, -0.208], [-0.807, 0.080, -0.896], [0.148, 0.148, -2.088], [-0.197, -0.763, -3.267], [-1.509, -0.401, -3.978], [-2.703, -1.251, -3.521], [-3.934, -0.806, -4.269], [-4.326, -1.262, -5.310], [-4.536, 0.212, -3.637], [-5.682, 0.758, -4.274], [2.516, 3.637, 6.889], [2.934, 2.150, 7.740], [3.937, 3.588, 7.934], [5.032, 1.971, 6.398], [4.617, 3.460, 5.550], [2.561, 2.384, 4.659], [2.965, 0.900, 5.523], [4.729, 2.206, 3.408], [5.036, 0.661, 4.198], [2.635, 1.276, 2.424], [4.101, 0.454, 1.888], [2.097, -0.566, 3.942], [3.675, -1.304, 3.663], [2.033, -2.538, 2.416], [3.053, -1.673, 1.268], [0.305, -0.737, 2.206], [1.311, 0.050, 0.986], [0.257, -2.799, 0.776], [1.156, -1.939, -0.466], [-1.281, -2.024, -0.910], [-1.603, -1.207, 0.615], [-1.809, 0.366, -1.221], [-0.489, 0.825, -0.164], [1.157, -0.095, -1.750], [0.171, 1.181, -2.446], [0.620, -0.683, -3.987], [-0.233, -1.802, -2.938], [-1.392, -0.546, -5.054], [-1.735, 0.654, -3.809], [-2.515, -2.300, -3.751], [-2.875, -1.128, -2.454], [-6.044, 1.551, -3.625], [-6.446, -0.012, -4.403], [-5.417, 1.155, -5.256]], "lowdin_charge": [-0.12, -0.28, -0.24, -0.23, -0.22, -0.22, -0.22, -0.22, -0.22, -0.21, -0.21, -0.21, -0.20, -0.18, -0.10, -0.52, 0.11, -0.04, -0.05, 0.07, 0.07, 0.07, 0.11, 0.11, 0.12, 0.11, 0.11, 0.11, 0.11, 0.11, 0.11, 0.11, 0.11, 0.11, 0.12, 0.10, 0.11, 0.11, 0.09, 0.11, 0.10, 0.10, 0.10, 0.11, 0.11, 0.11, 0.12, 0.12, 0.13, 0.11, 0.09, 0.10, 0.10], "lumo_ha": 0.0338, "total_charge": 0}

***

## B
{"formula": "C17H34O2", "method": "ωB97M-V with the def2-TZVPD basis set", "symbols": ["C", "H", "C", "C", "C", "C", "C", "C", "C", "C", "C", "C", "C", "C", "C", "H", "H", "C", "C", "O", "O", "C", "H", "H", "H", "H", "H", "H", "H", "H", "H", "H", "H", "H", "H", "H", "H", "H", "H", "H", "H", "H", "H", "H", "H", "H", "H", "H", "H", "H", "H", "H", "H"], "positions_angstrom": [[3.283, 1.324, 3.803], [3.321, 0.237, 4.054], [2.240, 2.030, 4.436], [0.909, 1.663, 4.268], [0.786, 0.288, 4.865], [-0.883, 0.031, 4.908], [-1.505, 0.086, 3.536], [-0.769, -1.264, 2.562], [-1.470, -1.343, 1.236], [-0.898, -2.322, 0.246], [0.393, -2.283, 0.026], [0.910, -0.983, -0.624], [0.395, -0.600, -2.117], [0.599, 0.603, -2.773], [-0.008, 0.891, -4.029], [0.201, 2.061, -4.328], [-1.075, 1.221, -3.823], [0.048, 0.030, -5.098], [-0.711, 0.309, -6.470], [-0.254, 1.127, -7.212], [-1.883, 0.023, -6.317], [-2.887, 0.609, -7.301], [-2.834, 1.610, -7.471], [-3.884, 0.297, -7.179], [-2.327, -0.148, -8.385], [1.085, -0.228, -5.447], [-0.252, -0.896, -4.861], [0.514, 1.345, -2.094], [1.716, 0.614, -2.943], [-0.905, -0.455, -1.926], [0.302, -1.610, -2.698], [0.776, -0.097, -0.041], [1.934, -0.838, -0.927], [1.259, -2.209, 0.854], [0.888, -2.943, -0.701], [-1.701, -2.486, -0.644], [-0.952, -3.446, 0.748], [-2.761, -1.280, 1.373], [-1.501, -0.302, 0.711], [-1.000, -2.141, 3.179], [0.157, -0.708, 2.335], [-1.629, 1.000, 3.150], [-2.545, -0.320, 3.624], [-0.970, -0.927, 5.372], [-1.477, 0.577, 5.541], [1.172, -0.445, 4.255], [0.906, 0.393, 5.886], [0.768, 1.770, 3.108], [0.189, 2.262, 4.741], [2.362, 3.144, 4.404], [2.511, 2.006, 5.632], [3.128, 1.182, 2.753], [4.330, 1.545, 3.804]], "lowdin_charge": [-0.15, 0.09, -0.40, -0.29, -0.12, -0.19, -0.14, -0.12, -0.29, -0.34, -0.34, -0.20, -0.22, -0.35, -0.29, 0.19, 0.15, -0.15, -0.61, 0.11, 0.00, 0.07, 0.04, 0.05, 0.22, 0.15, 0.07, 0.10, 0.15, 0.18, 0.14, 0.08, 0.10, 0.17, 0.13, 0.17, 0.17, 0.18, 0.12, 0.12, 0.09, 0.04, 0.10, 0.08, 0.07, 0.07, 0.09, 0.17, 0.11, 0.13, 0.17, 0.07, 0.08], "lumo_ha": 0.0248, "total_charge": 0}

***

Most stable structure, least stable structure: A, B.

***

## A
{"formula": "C3H7BrS", "method": "ωB97M-V with the def2-TZVPD basis set", "symbols": ["C", "C", "C", "S", "Br", "H", "H", "H", "H", "H", "H", "H"], "positions_angstrom": [[-0.027, 0.015, -1.614], [-0.396, -1.116, 1.452], [0.811, -0.453, -0.514], [2.096, 0.802, 0.037], [1.815, -2.015, -0.958], [0.618, 0.444, -2.388], [-0.578, 0.944, -1.428], [-0.828, -0.700, -2.008], [-0.950, -0.274, 1.792], [0.411, -1.415, 2.147], [-0.889, -2.050, 0.987], [1.303, 1.923, -0.006]], "lowdin_charge": [-0.29, 0.04, -1.14, 0.60, 0.63, 0.07, 0.07, 0.11, -0.01, 0.01, 0.04, -0.13], "lumo_ha": 0.0045, "total_charge": 0}

***

## B
{"formula": "C3H7BrS", "method": "ωB97M-V with the def2-TZVPD basis set", "symbols": ["C", "C", "C", "S", "Br", "H", "H", "H", "H", "H", "H", "H"], "positions_angstrom": [[-0.080, -0.805, -0.726], [-0.737, -0.227, 0.449], [0.170, 1.873, 0.596], [1.906, 1.745, 1.017], [-0.255, 2.646, -1.032], [1.045, -0.674, -0.785], [-0.393, -0.228, -1.605], [-0.372, -1.852, -0.788], [-1.735, -0.202, 0.398], [-0.253, -0.361, 1.475], [-0.186, 2.408, 1.566], [2.307, 0.929, -0.044]], "lowdin_charge": [-0.20, -0.10, -1.14, 0.60, 0.63, 0.07, 0.05, 0.08, 0.02, 0.09, 0.03, -0.12], "lumo_ha": 0.0194, "total_charge": 0}

***

Most stable structure, least stable structure: B, A.